No. 1
{"formula": "C20H21N4O7SSc", "method": "ωB97M-V/def2-TZVPD", "max_force_ev_per_a": 1.53, "homo_ev": -7.90, "e_tot_ha": -2679.587028, "relative_energy_ev": 0.760, "total_charge": 0, "species": ["Sc", "O", "C", "C", "C", "C", "C", "C", "C", "N", "C", "C", "N", "H", "H", "H", "H", "H", "H", "H", "C", "C", "C", "C", "C", "C", "C", "S", "O", "O", "N", "C", "C", "O", "O", "H", "H", "H", "H", "H", "H", "H", "H", "H", "N", "C", "C", "O", "O", "H", "H", "H", "H", "H"], "positions_angstrom": [[0.65100, 1.20371, 0.00825], [2.45134, 1.24965, -0.54859], [3.40878, 0.45318, -0.07577], [4.16307, -0.34343, -0.94013], [5.16734, -1.15085, -0.45256], [5.45209, -1.19203, 0.91486], [4.70630, -0.41542, 1.77398], [3.68723, 0.41256, 1.29601], [2.89297, 1.23700, 2.20760], [1.70645, 1.77621, 1.96170], [1.33549, 2.47347, 3.09464], [2.29920, 2.35232, 4.03532], [3.28435, 1.57799, 3.45277], [3.91046, -0.31648, -1.99286], [5.73264, -1.77107, -1.13836], [6.23104, -1.83789, 1.29735], [4.89903, -0.47440, 2.84094], [0.40105, 3.00283, 3.14931], [2.38130, 2.73796, 5.03601], [4.15752, 1.31423, 3.87377], [-4.70541, -4.66907, -1.62227], [-3.45349, -3.88621, -1.31862], [-3.52273, -2.68078, -0.62726], [-2.38257, -1.93412, -0.37539], [-1.15423, -2.41147, -0.81545], [-1.05606, -3.61070, -1.51036], [-2.20865, -4.34125, -1.74974], [0.29631, -1.44238, -0.64634], [1.42457, -2.30407, -0.44891], [0.02887, -0.58849, 0.58496], [0.46714, -0.47510, -1.83875], [-0.69214, -0.01091, -2.61464], [-1.36375, 1.21202, -2.01701], [-2.55672, 1.41362, -2.12727], [-0.53220, 2.00682, -1.37469], [-5.46616, -4.51452, -0.85614], [-4.49908, -5.73772, -1.69144], [-5.13044, -4.35207, -2.57770], [-4.48461, -2.31830, -0.28336], [-2.43969, -0.99614, 0.16240], [-0.08497, -3.96307, -1.83652], [-2.14220, -5.28567, -2.27817], [-1.45065, -0.77480, -2.78137], [-0.32223, 0.29519, -3.59443], [-2.66922, 5.00991, 0.25376], [-2.70724, 3.55313, 0.33214], [-1.36873, 3.02275, 0.74215], [-1.17898, 1.91789, 1.22524], [-0.34151, 3.85047, 0.59547], [-3.37058, 5.36352, -0.38057], [-0.70292, 4.67314, 0.19512], [-2.82859, 5.43661, 1.15765], [-2.85834, 3.13185, -0.66578], [-3.46144, 3.12038, 0.98902]], "forces_ev_per_angstrom": [[-0.3, 1.0, 0.2], [1.5, -0.2, -0.3], [-0.1, 0.4, -0.2], [0.1, 0.0, -0.1], [0.0, 0.0, 0.0], [0.0, 0.0, -0.1], [0.0, 0.0, 0.1], [-0.1, 0.0, 0.3], [0.1, 0.1, -0.1], [-0.2, 0.0, 0.1], [0.0, -0.2, -0.1], [0.2, 0.0, 0.0], [0.0, 0.0, 0.3], [0.0, 0.0, 0.0], [0.0, 0.0, 0.0], [0.0, 0.0, 0.0], [0.0, 0.0, 0.0], [0.0, 0.0, 0.0], [0.0, 0.0, 0.0], [0.0, 0.0, 0.0], [0.1, 0.0, 0.0], [-0.1, -0.1, 0.0], [0.0, 0.0, 0.0], [0.1, -0.1, 0.0], [-0.2, 0.0, -0.1], [-0.1, 0.0, 0.1], [0.0, 0.0, 0.0], [0.0, -0.3, -0.1], [0.0, -0.1, 0.0], [-0.2, -1.0, 0.3], [-0.4, 0.1, 0.1], [0.3, -0.2, 0.0], [0.3, 0.2, 0.2], [-0.1, 0.2, -0.1], [-0.7, 0.0, -0.8], [0.0, 0.0, 0.0], [0.0, 0.0, 0.0], [0.0, 0.0, 0.0], [0.0, 0.0, 0.0], [0.0, 0.0, 0.0], [-0.1, 0.0, 0.0], [0.0, 0.0, 0.0], [0.0, -0.1, 0.0], [0.0, 0.0, -0.1], [0.0, -0.1, 0.1], [0.0, 0.1, -0.1], [0.0, 0.2, 0.6], [-0.1, 0.2, -0.1], [-0.1, 0.1, 0.0], [0.0, 0.0, -0.1], [0.0, -0.1, 0.0], [-0.1, 0.0, 0.0], [-0.1, -0.1, -0.1], [0.0, 0.0, 0.1]]}

***

No. 2
{"formula": "C20H21N7O2", "method": "ωB97M-V/def2-TZVPD", "max_force_ev_per_a": 5.84, "smiles": "CNc1ncc2c(n1)N1CCC[C@H]1CN(c1cccc3c(=O)n(C)cnc13)C2=O", "homo_ev": -8.09, "e_tot_ha": -1308.440848, "relative_energy_ev": 1.190, "total_charge": 0, "species": ["C", "N", "C", "N", "C", "C", "C", "N", "N", "C", "C", "C", "C", "C", "N", "C", "C", "C", "C", "C", "C", "O", "N", "C", "C", "N", "C", "C", "O", "H", "H", "H", "H", "H", "H", "H", "H", "H", "H", "H", "H", "H", "H", "H", "H", "H", "H", "H", "H", "H"], "positions_angstrom": [[-5.43511, -0.56115, 3.42328], [-4.28076, -1.41989, 3.43214], [-3.33783, -1.33310, 2.57482], [-2.33264, -2.07741, 3.01942], [-1.23905, -2.19445, 2.24139], [-1.31631, -1.59214, 1.00188], [-2.41513, -0.82885, 0.64977], [-3.40059, -0.65213, 1.53447], [-2.56017, -0.16621, -0.63208], [-3.82860, 0.36214, -1.00740], [-3.63542, 1.78910, -0.80480], [-2.19355, 2.08934, -1.26252], [-1.57293, 0.73899, -1.20238], [-0.14710, 0.81220, -0.61031], [0.38397, -0.60059, -0.72430], [1.66628, -0.75122, -1.27455], [1.88384, -1.81970, -2.17710], [3.14043, -2.16633, -2.78952], [4.16546, -1.33977, -2.46932], [4.05579, -0.28484, -1.45710], [5.24626, 0.34770, -0.99926], [6.33971, 0.25970, -1.61305], [5.21350, 1.37040, -0.03517], [6.30815, 2.09763, 0.52473], [3.90364, 1.61632, 0.45741], [2.82115, 1.02909, 0.02514], [2.84749, 0.01066, -0.89070], [-0.16958, -1.72208, 0.06803], [0.31238, -2.87446, 0.04559], [-5.99951, -0.67684, 4.35629], [-5.15664, 0.44949, 3.23209], [-6.00190, -0.75974, 2.50365], [-3.89529, -1.95037, 4.23935], [-0.30160, -2.70183, 2.55192], [-4.06512, 0.16010, -2.05903], [-4.66874, -0.08780, -0.29925], [-3.82915, 2.02196, 0.34350], [-4.35014, 2.41152, -1.45994], [-1.61754, 2.81625, -0.69674], [-2.26762, 2.40134, -2.30009], [-1.41881, 0.41212, -2.24600], [-0.25271, 1.20056, 0.34696], [0.51694, 1.49418, -1.21425], [1.02190, -2.38313, -2.48302], [3.22879, -2.90630, -3.56994], [5.10474, -1.46857, -3.13601], [7.20169, 1.88317, -0.02852], [6.44131, 2.07214, 1.63445], [5.96838, 3.06105, 0.16427], [3.91771, 2.41179, 1.07181]], "forces_ev_per_angstrom": [[-0.3, -0.7, -0.5], [-3.1, -0.3, 3.9], [2.3, -2.5, 1.9], [4.6, -1.9, -0.2], [-1.9, 0.5, 0.9], [1.5, 1.7, -2.3], [-0.6, 1.9, -1.1], [-0.6, 2.5, -5.0], [1.4, -2.4, 2.4], [-2.5, -2.0, 1.4], [-1.8, 4.3, 1.4], [-1.3, 0.4, 0.0], [2.2, -0.6, -1.6], [-0.8, -2.3, -2.3], [-0.7, -0.3, 2.2], [1.8, -1.6, -1.1], [0.1, 0.5, 0.2], [-1.7, 1.8, 1.2], [2.6, 0.7, -0.8], [-0.1, -2.7, -1.8], [4.9, 2.4, -2.1], [-1.5, -0.8, 1.1], [-4.8, -3.1, 1.0], [-0.2, 1.2, -0.4], [0.8, -3.4, -4.0], [0.1, 1.4, 1.9], [-0.8, -0.4, 0.2], [1.7, -1.7, -0.6], [-0.1, 2.7, -0.6], [0.0, 0.1, -0.5], [0.5, 1.1, 0.5], [-0.5, -0.4, 0.5], [-1.3, 0.8, -0.5], [-1.0, 0.2, 0.0], [0.1, -0.4, 0.1], [1.7, 0.9, -1.7], [0.5, -0.2, -2.4], [0.8, -0.7, 1.4], [-0.3, 0.3, 0.2], [0.3, 0.3, -0.1], [0.0, -0.1, 0.2], [0.4, 0.4, 2.2], [-0.9, -0.9, 0.6], [-0.3, -0.1, 0.1], [-0.1, -0.1, 0.1], [-1.3, 0.5, 1.9], [0.4, -0.4, 0.0], [-0.3, -0.3, -1.0], [0.9, 1.1, 0.8], [-0.7, 2.6, 2.4]]}

***

No. 3
{"formula": "C20H21NO4", "method": "ωB97M-V/def2-TZVPD", "max_force_ev_per_a": 0.62, "smiles": "COc1ccc(OC)c(N2C(=O)C[C@H]([C@H](C)c3ccccc3)C2=O)c1", "homo_ev": -7.99, "e_tot_ha": -1130.466336, "relative_energy_ev": 1.704, "total_charge": 0, "species": ["C", "O", "C", "C", "C", "C", "O", "C", "C", "N", "C", "O", "C", "C", "C", "C", "C", "C", "C", "C", "C", "C", "C", "O", "C", "H", "H", "H", "H", "H", "H", "H", "H", "H", "H", "H", "H", "H", "H", "H", "H", "H", "H", "H", "H", "H"], "positions_angstrom": [[-4.43598, -3.09544, 0.05195], [-3.13208, -2.60721, -0.14800], [-2.93061, -1.26056, -0.10019], [-3.90595, -0.31216, 0.17183], [-3.59180, 1.03956, 0.19163], [-2.30013, 1.47797, -0.05507], [-1.89773, 2.77745, -0.10671], [-2.81723, 3.77299, 0.26827], [-1.31493, 0.50921, -0.30108], [0.02213, 0.93131, -0.51271], [0.71210, 0.70828, -1.68952], [0.28953, 0.10119, -2.63496], [2.05143, 1.40183, -1.55807], [2.17247, 1.74492, -0.07902], [3.08010, 0.77737, 0.72791], [4.55261, 1.00932, 0.39691], [2.62011, -0.64846, 0.52465], [1.61865, -1.15452, 1.34800], [1.11776, -2.42915, 1.15819], [1.61560, -3.22633, 0.14131], [2.62650, -2.74309, -0.66917], [3.12596, -1.46604, -0.47788], [0.75614, 1.59481, 0.45112], [0.35028, 1.91919, 1.53397], [-1.62320, -0.83278, -0.33372], [-4.36400, -4.17708, -0.05048], [-5.13093, -2.70732, -0.69969], [-4.80884, -2.85189, 1.05241], [-4.92583, -0.60183, 0.36848], [-4.38029, 1.74585, 0.39664], [-3.18033, 3.61685, 1.28842], [-2.26787, 4.71184, 0.22224], [-3.66666, 3.81650, -0.42189], [2.84127, 0.75568, -1.93451], [2.02831, 2.29804, -2.18148], [2.52544, 2.76416, 0.09385], [2.92770, 1.02748, 1.78425], [5.16700, 0.26836, 0.90280], [4.85741, 1.99745, 0.73447], [4.74463, 0.94660, -0.67078], [1.22166, -0.54023, 2.14328], [0.33384, -2.79813, 1.80287], [1.21961, -4.21862, -0.01493], [3.02861, -3.36023, -1.45911], [3.92471, -1.12103, -1.11682], [-0.85715, -1.56211, -0.53965]], "forces_ev_per_angstrom": [[-0.1, -0.1, 0.0], [0.3, 0.0, -0.1], [0.0, 0.3, 0.0], [0.0, -0.4, 0.0], [0.2, 0.4, 0.0], [0.0, -0.1, 0.0], [0.1, -0.4, -0.1], [-0.1, 0.1, 0.0], [-0.3, 0.0, 0.1], [-0.6, 0.0, 0.1], [0.4, 0.0, -0.4], [0.0, 0.0, -0.1], [0.1, 0.0, -0.1], [0.2, 0.1, 0.2], [0.1, 0.1, 0.0], [-0.2, 0.0, 0.1], [0.1, 0.0, 0.2], [0.0, -0.1, 0.1], [0.0, 0.0, 0.1], [0.0, -0.1, 0.0], [0.0, -0.1, -0.1], [0.0, 0.0, 0.0], [0.3, 0.3, 0.0], [0.0, 0.0, 0.2], [-0.2, 0.0, 0.0], [-0.1, 0.1, 0.0], [0.0, 0.0, 0.0], [0.0, 0.0, 0.0], [-0.1, -0.1, 0.0], [0.0, 0.1, 0.0], [0.0, 0.0, 0.0], [-0.1, 0.0, 0.0], [0.0, 0.0, 0.0], [0.0, 0.0, -0.1], [0.0, 0.0, 0.0], [-0.1, 0.0, 0.0], [0.0, 0.0, -0.1], [0.1, 0.0, 0.0], [0.0, 0.1, 0.0], [0.1, 0.0, -0.1], [0.0, 0.1, 0.1], [-0.1, 0.0, 0.1], [0.0, -0.1, 0.0], [0.0, -0.1, -0.1], [0.1, 0.1, -0.1], [0.1, -0.1, 0.0]]}

***

No. 4
{"formula": "C20H21NO5", "method": "ωB97M-V/def2-TZVPD", "max_force_ev_per_a": 0.72, "smiles": "CCOC(=O)c1ccc(NC(=O)CC[C@@H]2COc3ccccc3O2)cc1", "homo_ev": -8.37, "e_tot_ha": -1205.718417, "relative_energy_ev": 0.723, "total_charge": 0, "species": ["C", "C", "O", "C", "O", "C", "C", "C", "C", "N", "C", "O", "C", "C", "C", "C", "O", "C", "C", "C", "C", "C", "C", "O", "C", "C", "H", "H", "H", "H", "H", "H", "H", "H", "H", "H", "H", "H", "H", "H", "H", "H", "H", "H", "H", "H", "H"], "positions_angstrom": [[-6.68219, 0.01241, 1.18127], [-5.65875, -0.64973, 0.27848], [-4.50240, 0.18523, 0.22054], [-3.48520, -0.26595, -0.52362], [-3.51981, -1.31279, -1.12575], [-2.32222, 0.65042, -0.51365], [-1.20340, 0.30912, -1.26868], [-0.07810, 1.10560, -1.25988], [-0.04664, 2.26142, -0.47936], [1.08192, 3.08095, -0.40299], [2.40397, 2.75775, -0.23560], [3.22424, 3.64113, -0.12260], [2.73611, 1.28529, -0.16317], [3.94842, 1.03920, 0.73398], [4.27706, -0.44910, 0.93588], [4.69046, -1.18085, -0.34751], [3.62046, -1.35435, -1.24765], [2.46547, -1.79429, -0.64714], [1.46012, -2.31997, -1.44651], [0.27461, -2.75005, -0.88129], [0.08913, -2.66043, 0.48850], [1.08061, -2.12929, 1.29058], [2.27215, -1.68268, 0.73164], [3.21372, -1.14165, 1.56858], [-1.19008, 2.63141, 0.23265], [-2.31377, 1.83336, 0.22251], [-6.95444, 0.98763, 0.78662], [-7.57170, -0.60774, 1.24099], [-6.27224, 0.14316, 2.17920], [-5.36478, -1.63391, 0.66089], [-6.04854, -0.78493, -0.73687], [-1.23353, -0.59175, -1.86051], [0.76682, 0.83883, -1.87250], [0.89673, 4.06854, -0.26644], [1.87200, 0.74193, 0.22143], [2.95344, 0.93520, -1.17478], [3.75130, 1.47034, 1.71793], [4.82269, 1.54204, 0.31925], [5.11233, -0.51217, 1.64530], [5.09532, -2.16489, -0.06935], [5.45572, -0.61723, -0.88372], [1.63398, -2.38160, -2.50923], [-0.50435, -3.15710, -1.50644], [-0.83507, -2.99710, 0.93104], [0.95516, -2.04024, 2.35803], [-1.18011, 3.54508, 0.80952], [-3.18660, 2.11375, 0.79041]], "forces_ev_per_angstrom": [[0.4, 0.0, -0.2], [-0.4, -0.4, 0.0], [0.0, 0.3, 0.2], [0.0, -0.3, -0.2], [0.0, 0.1, 0.0], [0.2, 0.2, 0.0], [-0.2, 0.0, 0.2], [0.0, 0.2, 0.0], [-0.4, -0.4, 0.0], [-0.2, 0.7, -0.1], [-0.1, -0.3, 0.0], [0.3, 0.1, 0.0], [0.3, 0.2, 0.2], [-0.2, -0.3, 0.0], [0.4, 0.4, -0.4], [0.4, -0.1, 0.6], [-0.5, 0.0, -0.1], [0.1, 0.0, 0.1], [0.1, 0.1, 0.1], [0.0, -0.1, -0.1], [0.0, 0.0, 0.1], [0.2, 0.1, -0.1], [0.0, -0.1, -0.1], [-0.3, -0.2, 0.0], [0.2, 0.0, 0.0], [0.0, -0.2, -0.1], [-0.1, 0.1, 0.0], [-0.1, -0.1, 0.0], [0.0, 0.0, 0.1], [0.0, 0.1, -0.1], [0.1, 0.0, 0.2], [0.0, -0.1, 0.0], [0.1, 0.0, 0.0], [0.2, -0.1, -0.1], [0.1, 0.0, -0.1], [-0.2, 0.0, 0.0], [0.1, 0.0, 0.0], [0.0, 0.0, 0.1], [-0.1, 0.0, -0.2], [0.0, 0.1, -0.1], [0.0, 0.0, 0.1], [0.0, 0.0, -0.1], [-0.1, 0.0, -0.1], [-0.1, 0.0, 0.1], [0.0, 0.0, 0.1], [0.0, 0.1, 0.1], [-0.1, 0.0, 0.1]]}

***

No. 5
{"formula": "C20H21NO6S", "method": "ωB97M-V/def2-TZVPD", "max_force_ev_per_a": 18.01, "homo_ev": -8.30, "e_tot_ha": -1678.367724, "relative_energy_ev": 20.220, "total_charge": 0, "species": ["C", "C", "H", "H", "O", "C", "O", "C", "C", "C", "C", "C", "C", "O", "H", "H", "H", "H", "C", "C", "C", "C", "O", "H", "C", "C", "C", "C", "C", "C", "H", "H", "H", "N", "S", "O", "O", "C", "H", "H", "H", "H", "H", "H", "H", "H", "H", "H", "H"], "positions_angstrom": [[2.48943, 2.70854, -0.68565], [2.23365, 3.02204, 0.79809], [2.92781, 2.41817, 1.34746], [2.34306, 4.06695, 0.94997], [1.10392, 2.61676, 1.08506], [0.12717, 3.22146, 1.11673], [0.23044, 4.31541, 0.74417], [-1.30155, 2.50722, 1.50919], [-1.95861, 1.76769, 0.34140], [-3.25360, 1.27716, 0.88321], [-3.93273, 0.87796, 2.07435], [-5.14333, 0.34073, 1.69144], [-5.11629, 0.43771, 0.39812], [-4.09131, 0.64226, -0.05621], [-5.94606, -0.14465, -0.25992], [-5.72021, 0.12167, 2.61390], [-3.38471, 1.50730, 3.09310], [-2.01969, 2.50951, -0.31161], [-1.18944, 0.65812, -0.08114], [-0.47438, -0.30258, 1.08620], [-0.51705, 0.18908, 2.18632], [-0.79120, 1.33098, 2.79345], [-0.91398, 1.74410, 3.94124], [-0.04815, -0.60440, 3.17167], [-0.21701, -1.58803, 0.41920], [0.75556, -1.58725, -0.46444], [1.47733, -2.67746, -0.89195], [0.91976, -4.08225, -0.16766], [0.35062, -3.94361, 0.97553], [-0.25845, -2.65307, 1.40947], [-1.04770, -2.68902, 2.15927], [-0.04514, -4.74971, 1.35943], [1.42985, -4.95771, -0.43847], [2.34846, -2.78662, -1.99873], [2.35647, -1.61140, -3.12769], [0.89654, -1.71199, -3.70518], [2.70112, -0.39894, -2.61856], [3.65140, -2.41057, -4.01839], [3.75690, -1.58420, -4.95020], [3.16745, -3.36919, -4.72061], [4.48398, -2.50317, -3.48055], [2.52172, -4.00595, -2.24738], [1.18071, -0.76044, -1.10170], [-1.45000, 0.14826, -0.83488], [-0.18056, 1.02864, -0.73461], [-1.96275, 3.41443, 2.09757], [3.46077, 3.24577, -1.03562], [2.49529, 1.82206, -0.93037], [1.55449, 3.18223, -1.38404]], "forces_ev_per_angstrom": [[-0.8, 11.7, -0.5], [8.6, 1.6, -4.0], [0.9, 0.1, 0.6], [0.4, 0.9, 0.4], [1.7, -14.3, 4.3], [-12.1, 3.0, 0.4], [-2.4, 7.5, -1.6], [2.5, 1.3, 4.1], [-1.1, -0.2, 5.4], [-2.1, -2.6, 1.4], [6.5, 5.8, 1.4], [-1.1, 0.4, 7.3], [-16.1, -8.0, 0.4], [13.4, 5.8, -7.8], [1.9, 1.8, 1.1], [-0.9, -0.2, -1.8], [-2.4, -2.7, -2.7], [-1.0, 2.8, -3.6], [9.3, 1.6, 3.1], [-4.2, -0.1, -13.0], [4.2, -5.4, 12.1], [-4.3, 8.9, 0.1], [1.0, -1.7, -1.6], [-1.2, 1.8, -2.7], [-0.2, -1.2, 9.1], [5.6, 0.4, -6.6], [-3.4, -5.3, 2.1], [5.4, 5.2, -4.9], [-3.0, 6.0, 1.7], [-0.2, -1.5, -3.8], [0.6, 0.3, 0.1], [-1.4, -4.3, 2.9], [0.2, -1.4, -0.7], [0.4, -5.0, 2.5], [-7.6, -7.1, -4.1], [5.6, 0.6, 0.9], [2.2, 5.2, 2.1], [-5.3, 1.3, -8.5], [0.3, -2.1, 2.4], [1.6, 2.6, 2.7], [3.3, -0.6, 2.1], [-0.6, 5.5, 0.5], [-1.6, 0.2, 1.5], [-3.4, -4.4, -5.1], [-2.0, -0.2, 1.9], [1.8, -2.8, -2.0], [-1.7, -1.0, 0.5], [0.4, -9.3, -2.0], [2.6, -0.9, 2.0]]}